ORCA calculation (ωB97M-V/def2-TZVPD) on a structure of composition C36H46BCoN8O2S3 in a non-equilibrium geometry.

Structure (XYZ):
```
97
Properties=species:S:1:pos:R:3:forces:R:3:mulliken_charge:R:1
Co 0.90110 -0.57963 -0.14694 -0.9229 0.3492 -1.2779 -0.365
C 0.08226 -3.35258 3.76526 -0.0176 0.2171 -0.1893 -1.677
C -0.81896 -2.36749 4.50341 0.0870 -0.2667 0.2333 1.227
C -0.00687 -1.75624 5.65052 -0.0318 0.1189 -0.0880 -1.546
C -2.02796 -3.13081 5.05353 -0.0222 0.0349 -0.0493 -1.670
N -1.35597 -1.24510 3.67213 0.0190 0.2140 -0.3647 0.960
C -2.05218 -0.23406 4.30627 -0.0665 0.1088 0.1564 -0.486
C -2.55744 0.57809 3.36450 -0.1483 0.0074 -0.0162 -1.321
N -2.19470 0.08258 2.13666 0.1579 -0.2352 0.1435 0.276
B -2.70675 0.82007 0.86727 0.3211 0.0143 -0.0462 0.280
N -1.98756 2.17528 0.69382 0.0625 0.1659 0.0732 0.168
C -2.68751 3.28691 0.29348 -0.1128 0.0470 -0.0803 -1.417
C -1.82756 4.31195 0.20668 -0.1350 0.0788 -0.0725 -0.332
N -0.57127 3.84525 0.56593 -0.1551 -0.2741 0.0640 0.767
C -0.68356 2.50594 0.83629 -0.0462 0.0174 -0.2107 -0.191
S 0.49987 1.38783 1.34839 0.7915 0.1965 0.2749 -0.046
C 0.57573 4.79812 0.50144 0.1887 0.1688 -0.0985 1.327
C 0.83506 5.09483 -0.97865 -0.0351 -0.0641 0.0195 -1.470
C 0.15733 6.07503 1.23906 -0.0426 0.0238 -0.0057 -1.781
C 1.86578 4.30504 1.14587 -0.1724 -0.1811 0.0693 -1.811
N -2.73253 -0.02511 -0.43688 -0.0576 -0.0968 -0.1997 0.463
C -3.77986 -0.89529 -0.63297 -0.1274 0.0325 0.0304 -1.280
C -3.76464 -1.29358 -1.91284 -0.0999 -0.1312 0.0432 -0.542
N -2.68200 -0.69178 -2.53762 0.1876 -0.0208 0.3699 1.019
C -2.03949 0.07837 -1.59364 -0.4267 0.0544 -0.2592 -0.039
S -0.62420 1.01179 -1.76382 0.5298 -0.8599 -0.0916 -0.102
C -2.59715 -0.74779 -4.03397 -0.0866 0.1123 -0.2887 1.128
C -2.89054 -2.17946 -4.48800 -0.0702 -0.0486 0.1079 -1.603
C -1.24646 -0.37363 -4.64509 0.0598 -0.0257 0.3540 -1.639
C -3.67069 0.21376 -4.55749 0.0412 -0.0473 0.0698 -1.764
C -1.42403 -1.01238 2.32768 -0.3151 0.2493 0.2369 0.069
S -0.78500 -1.92401 1.02621 0.9608 0.2264 -0.2705 -0.590
H 0.48273 -4.05593 4.49817 -0.0830 0.0485 0.0392 0.542
H 0.90952 -2.83738 3.28941 0.0660 0.0317 -0.0780 0.118
H -0.45801 -3.91251 3.00936 -0.0362 -0.0370 -0.0903 0.446
H 0.42926 -2.56019 6.24301 -0.0211 -0.0077 0.0052 0.491
H -0.62101 -1.14644 6.31483 0.0594 -0.0622 0.0182 0.388
H 0.79119 -1.14067 5.23935 0.0496 0.0234 0.0045 0.265
H -1.68605 -3.93184 5.70945 0.0169 0.0019 0.0044 0.456
H -2.59683 -3.57704 4.23593 -0.0224 0.0175 0.0127 0.335
H -2.68831 -2.47728 5.62563 -0.0087 -0.0327 -0.0033 0.352
H -2.13800 -0.16552 5.37434 -0.0001 -0.0585 -0.0525 0.569
H -3.16664 1.45969 3.46099 0.0342 0.0014 -0.0024 0.642
H -3.86099 1.09341 1.08174 -0.0622 0.0127 0.0836 -0.223
H -3.74592 3.25216 0.10485 0.0192 -0.0149 0.0077 0.629
H -2.01036 5.32763 -0.08955 0.0260 -0.0444 0.0504 0.531
H -0.04657 5.52585 -1.45503 0.0188 -0.0152 -0.0233 0.360
H 1.09226 4.17402 -1.50531 -0.0015 0.0074 -0.0083 0.231
H 1.65958 5.80164 -1.07925 0.0045 0.0015 0.0170 0.464
H -0.65872 6.59608 0.73878 0.0480 0.0260 0.0601 0.420
H 1.00550 6.75760 1.28538 0.0096 -0.0067 -0.0299 0.463
H -0.14860 5.84067 2.25951 -0.0062 0.0066 -0.0060 0.381
H 2.25095 3.42717 0.64489 0.0673 -0.1130 0.0096 0.154
H 1.71579 4.05392 2.19418 0.0252 -0.0481 0.0289 0.416
H 2.60691 5.10407 1.07566 -0.0907 0.0179 -0.0122 0.559
H -4.45675 -1.15316 0.16255 0.0063 0.0285 -0.0100 0.654
H -4.44286 -1.95156 -2.42230 0.0564 0.0549 0.0580 0.545
H -2.09830 -2.84612 -4.15281 0.0458 -0.0795 0.0749 0.292
H -2.91123 -2.20063 -5.57718 -0.0299 0.0216 0.0054 0.486
H -3.84659 -2.55882 -4.12800 0.0644 -0.0069 -0.1442 0.405
H -0.43555 -0.90318 -4.15085 0.1079 -0.0190 0.0725 0.200
H -1.05382 0.69076 -4.58827 0.0830 0.1162 0.0639 0.437
H -1.25813 -0.67403 -5.69530 -0.0874 0.0417 0.0514 0.528
H -4.66682 -0.09558 -4.23572 0.0007 0.0129 -0.0137 0.350
H -3.64970 0.24179 -5.64742 0.0038 0.0014 -0.0030 0.479
H -3.47935 1.21804 -4.17579 -0.0101 0.0155 -0.0413 0.320
C 4.15215 1.44510 -2.30161 -0.0450 -0.0677 -0.0615 -0.690
C 4.53073 0.44674 -3.19048 -0.0533 -0.0610 0.0325 -0.797
C 3.78602 -0.71175 -3.25929 0.0384 0.0623 -0.0463 -1.163
C 2.69063 -0.87940 -2.41408 0.0495 0.1136 -0.1897 0.250
N 2.34055 0.09279 -1.56147 -0.6190 -0.4939 0.8058 0.999
C 3.04562 1.21533 -1.50896 0.0466 0.3815 0.1285 -0.455
C 1.81142 -2.05029 -2.41369 -0.2571 -0.1288 -0.0963 1.437
C 2.04403 -3.16969 -3.21107 0.0134 0.1531 -0.0648 -0.860
C 1.14545 -4.22083 -3.22211 -0.0333 -0.1126 -0.0500 -0.984
C -0.00983 -4.14346 -2.45831 0.0340 0.1785 -0.1342 -1.271
C -0.23635 -3.03323 -1.65328 -0.2321 -0.0036 -0.0386 0.929
C 0.67974 -1.99356 -1.58751 1.0187 0.2829 1.1527 0.572
H 4.69478 2.37703 -2.23413 -0.0167 0.0055 0.0569 0.509
H 5.40410 0.57148 -3.81741 -0.0230 0.0111 -0.0359 0.418
H 4.06405 -1.49486 -3.94814 -0.0131 -0.0168 0.0124 0.434
H 2.69912 1.96340 -0.80541 -0.0289 -0.1145 0.0720 0.120
H 2.94188 -3.23987 -3.81140 -0.0006 0.0199 -0.0150 0.385
H 1.34690 -5.09680 -3.82585 -0.0042 0.0046 0.0027 0.381
H -0.73379 -4.94926 -2.47303 0.0015 -0.0132 -0.0098 0.504
H -1.14673 -3.00455 -1.06751 0.0569 -0.0459 0.0027 0.386
O 1.64852 -0.48337 3.10995 -0.0045 -0.0469 0.0258 -0.501
C 2.59359 -0.71570 2.38086 0.0449 -0.2173 0.2996 -0.255
C 4.03873 -0.68711 2.86696 -0.0134 0.0206 -0.1272 -0.659
C 4.82664 -1.23381 1.69055 -0.0752 0.0222 0.0035 -0.556
C 3.76695 -1.46599 0.61549 0.0804 -0.1331 0.0361 0.218
O 4.01615 -1.96344 -0.46484 0.0799 -0.0036 0.0873 -0.623
N 2.52839 -1.06427 1.05663 -0.7202 0.0983 -0.6280 0.488
H 4.13610 -1.27897 3.77572 -0.0673 0.0383 0.0304 0.286
H 4.27653 0.34939 3.11039 0.0299 -0.0217 0.0415 0.238
H 5.32664 -2.17678 1.90718 0.0217 -0.0081 -0.0641 0.310
H 5.57045 -0.54278 1.29413 0.0223 -0.0331 -0.0156 0.250
```
Positions in Å, forces in eV/Å.

Computed properties:
**Frontier orbital gap (spin up / spin down)**: 7.47 / 7.32 eV
**E**: -4590.31092 hartree